No. 1
54
Properties=species:S:1:pos:R:3 method="wB97M-V/def2-TZVPD" e_above_lowest_kcal_mol=97.3
C 0.514 -2.813 5.111
C 1.258 -3.335 6.329
O 2.628 -3.792 6.129
H -0.558 -3.008 5.079
H 0.985 -3.275 4.243
H 0.725 -1.750 4.997
H 0.700 -4.243 6.556
H 1.283 -2.537 7.071
H 2.665 -4.358 5.355
C -0.039 2.720 -4.192
C -1.044 3.845 -4.545
O -0.439 4.719 -5.370
H 0.354 2.035 -4.943
H -0.471 2.269 -3.299
H 0.836 3.248 -3.813
H -1.472 4.367 -3.690
H -1.897 3.410 -5.066
H 0.061 4.141 -5.950
C -1.407 4.443 -0.825
C 0.025 3.962 -0.584
O 0.956 5.021 -0.487
H -1.407 5.173 -1.634
H -1.933 4.785 0.066
H -2.033 3.609 -1.145
H 0.328 3.289 -1.386
H -0.015 3.393 0.345
H 0.992 5.655 -1.207
C 3.422 0.132 -1.034
C 3.102 0.068 -2.513
O 4.214 0.783 -3.062
H 2.810 -0.477 -0.369
H 3.287 1.110 -0.571
H 4.434 -0.177 -0.775
H 2.161 0.543 -2.792
H 3.163 -0.947 -2.906
H 4.465 1.431 -2.400
C -0.207 0.123 -0.600
C -0.610 -0.401 0.784
O 0.509 -1.129 1.228
H 0.603 0.840 -0.731
H -1.101 0.640 -0.949
H -0.178 -0.649 -1.369
H -1.526 -0.988 0.859
H -0.801 0.415 1.480
H 0.249 -1.665 1.981
C -3.659 -3.945 0.553
C -2.873 -4.955 1.322
O -2.951 -4.627 2.684
H -4.619 -3.689 1.003
H -3.683 -4.302 -0.476
H -3.245 -2.960 0.338
H -1.798 -4.883 1.155
H -3.234 -5.939 1.023
H -3.531 -5.326 2.994


No. 2
54
Properties=species:S:1:pos:R:3 method="wB97M-V/def2-TZVPD" e_above_lowest_kcal_mol=83.5
C 0.936 -0.746 -1.017
C 0.184 -0.650 0.247
O -0.572 0.555 0.324
H 1.190 -1.799 -1.140
H 1.773 -0.051 -0.953
H 0.344 -0.521 -1.904
H 0.950 -0.729 1.019
H -0.535 -1.437 0.472
H -0.092 1.295 0.702
C -2.025 -3.923 -6.089
C -3.013 -5.007 -6.483
O -4.234 -4.439 -7.140
H -1.524 -3.405 -6.908
H -1.339 -4.302 -5.332
H -2.581 -3.146 -5.566
H -3.317 -5.578 -5.606
H -2.573 -5.739 -7.160
H -4.945 -5.083 -7.108
C -0.364 -7.379 1.788
C 0.432 -8.676 1.972
O -0.055 -9.357 3.100
H -1.376 -7.631 1.470
H 0.028 -6.839 0.926
H -0.466 -6.684 2.622
H 1.501 -8.564 2.155
H 0.248 -9.371 1.152
H 0.093 -8.904 3.933
C 4.562 3.160 4.375
C 3.037 2.873 4.553
O 2.447 3.660 3.482
H 4.894 2.922 3.364
H 5.249 2.714 5.094
H 4.742 4.235 4.383
H 2.772 3.276 5.531
H 2.819 1.807 4.495
H 2.994 4.438 3.357
C -5.349 4.048 2.386
C -5.154 3.286 3.753
O -5.019 1.889 3.418
H -4.421 3.917 1.830
H -5.507 5.090 2.666
H -6.187 3.755 1.753
H -6.062 3.414 4.342
H -4.278 3.610 4.314
H -4.237 1.767 2.875
C 4.591 5.893 -2.610
C 3.474 6.864 -2.712
O 2.520 6.486 -3.776
H 5.286 6.087 -1.792
H 5.174 5.946 -3.529
H 4.301 4.870 -2.369
H 3.836 7.867 -2.937
H 2.901 6.994 -1.794
H 1.949 7.243 -3.931


No. 3
60
Properties=species:S:1:pos:R:3 method="wB97M-V/def2-TZVPD" e_above_lowest_kcal_mol=72.4
C 7.459 2.221 1.741
S 6.377 1.666 0.231
O 7.293 0.580 -0.473
C 5.088 0.662 1.037
H 6.840 2.159 2.636
H 7.737 3.252 1.522
H 8.318 1.596 1.986
H 5.560 -0.318 1.115
H 4.190 0.639 0.418
H 4.995 1.080 2.039
C -2.502 5.312 0.222
S -3.467 6.013 -1.182
O -2.551 6.330 -2.317
C -3.856 7.569 -0.197
H -1.668 4.767 -0.221
H -2.998 4.502 0.755
H -2.313 6.034 1.016
H -3.945 8.201 -1.081
H -3.132 8.083 0.436
H -4.866 7.630 0.207
C -1.503 3.602 -3.324
S -3.292 3.397 -3.517
O -3.487 2.700 -4.903
C -3.615 2.192 -2.168
H -1.249 4.420 -2.650
H -1.067 3.854 -4.291
H -0.943 2.687 -3.132
H -4.657 1.951 -1.954
H -3.102 2.635 -1.314
H -3.190 1.289 -2.605
C -1.816 -4.511 -0.836
S -1.233 -5.252 -2.409
O -0.056 -4.437 -2.936
C -0.499 -6.882 -1.982
H -1.760 -5.340 -0.131
H -2.843 -4.157 -0.928
H -1.099 -3.710 -0.657
H -0.136 -7.448 -2.840
H -1.230 -7.489 -1.447
H 0.345 -6.787 -1.300
C 0.041 -4.028 2.794
S -0.337 -5.715 2.288
O 0.275 -5.862 0.905
C 0.933 -6.715 3.342
H -0.380 -3.832 3.780
H -0.435 -3.256 2.190
H 1.107 -3.811 2.724
H 0.783 -7.770 3.114
H 1.130 -6.451 4.381
H 1.839 -6.383 2.834
C 0.951 0.683 1.590
S -0.742 1.117 0.983
O -0.506 2.100 -0.144
C -1.105 -0.408 0.031
H 0.908 -0.386 1.795
H 1.277 1.248 2.463
H 1.620 0.723 0.730
H -2.079 -0.163 -0.391
H -1.080 -1.227 0.750
H -0.331 -0.559 -0.721


No. 4
61
Properties=species:S:1:pos:R:3 method="wB97M-V/def2-TZVPD" e_above_lowest_kcal_mol=11.7 total_charge=+3
Tl -28.070 -19.386 -0.074
C -28.051 -15.405 -2.273
S -27.644 -16.799 -3.345
O -27.557 -18.012 -2.465
C -29.197 -16.922 -4.263
H -28.404 -14.533 -2.824
H -27.115 -15.094 -1.807
H -28.785 -15.727 -1.537
H -29.098 -17.791 -4.910
H -29.390 -16.056 -4.896
H -29.998 -17.027 -3.532
C -27.970 -22.807 3.593
S -26.800 -21.426 3.473
O -27.195 -20.570 2.297
C -27.380 -20.576 4.966
H -27.609 -23.489 4.366
H -27.954 -23.367 2.656
H -29.001 -22.536 3.804
H -27.240 -21.133 5.893
H -28.438 -20.306 4.938
H -26.845 -19.627 5.032
C -28.469 -24.610 -0.844
S -27.162 -23.382 -1.148
O -27.487 -22.106 -0.420
C -25.851 -24.145 -0.155
H -29.308 -24.468 -1.519
H -28.805 -24.579 0.193
H -28.025 -25.594 -1.003
H -24.982 -23.494 -0.230
H -25.555 -25.115 -0.553
H -26.195 -24.212 0.874
C -32.728 -21.979 0.773
S -31.047 -21.937 1.449
O -30.209 -21.063 0.535
C -31.444 -20.948 2.917
H -33.323 -21.086 0.950
H -33.265 -22.901 0.989
H -32.598 -22.020 -0.315
H -30.530 -20.605 3.395
H -32.062 -21.527 3.603
H -32.013 -20.085 2.572
C -22.864 -21.096 1.063
S -23.880 -20.398 -0.254
O -25.277 -20.233 0.283
C -23.153 -18.730 -0.352
H -23.166 -22.089 1.392
H -22.959 -20.490 1.969
H -21.833 -21.056 0.714
H -23.746 -18.029 0.227
H -23.233 -18.423 -1.401
H -22.081 -18.776 -0.169
C -29.147 -21.521 -4.893
S -29.095 -21.805 -3.092
O -29.052 -20.458 -2.420
C -30.809 -22.415 -2.890
H -30.043 -20.921 -5.051
H -29.189 -22.461 -5.436
H -28.260 -20.946 -5.149
H -31.064 -23.136 -3.665
H -31.437 -21.540 -3.072
H -30.926 -22.751 -1.865


No. 5
69
Properties=species:S:1:pos:R:3 method="wB97M-V/def2-TZVPD" total_charge=-1
C 0.359 -2.118 0.489
B 0.366 -2.007 -1.116
O 0.235 -3.176 -1.925
Ta 0.572 0.147 -2.056
O 2.279 0.478 -0.832
C -1.300 -0.096 -3.338
C -2.449 0.879 -2.873
C -3.753 0.137 -2.555
O -2.726 1.768 -3.958
O 0.799 2.115 -2.819
B 1.671 2.787 -1.957
O 1.276 3.277 -0.711
O 3.006 2.984 -2.363
C 1.989 -0.746 -3.649
C 1.324 -1.405 -4.871
F 2.849 -1.713 -2.990
H 0.387 -3.183 0.791
H 1.253 -1.603 0.877
H -0.517 -1.592 0.887
H 0.978 -3.748 -1.681
H -0.502 0.743 -0.654
H 2.742 -0.372 -0.806
H -1.122 -0.038 -4.422
H -1.694 -1.114 -3.146
H -2.131 1.403 -1.960
H -3.982 -0.652 -3.286
H -3.791 -0.258 -1.533
H -4.569 0.875 -2.647
H -1.909 1.916 -4.446
H 1.827 2.908 -0.009
H 3.565 2.619 -1.665
H 2.659 0.046 -4.022
H 2.026 -2.184 -5.232
H 0.381 -1.917 -4.660
H 1.256 -0.683 -5.696
C 1.684 6.519 1.535
O 2.664 7.189 2.354
P 3.345 6.287 3.599
O 4.046 7.411 4.298
O 4.308 5.456 2.599
C 5.290 6.168 1.857
O 3.512 5.080 4.735
C 2.992 5.365 6.037
H 1.426 7.175 0.706
H 2.076 5.583 1.132
H 0.784 6.318 2.117
H 5.509 7.143 2.292
H 4.943 6.301 0.831
H 6.201 5.571 1.844
H 2.009 5.831 5.978
H 3.680 6.016 6.575
H 2.904 4.422 6.576
C -5.398 -5.671 -0.079
O -4.455 -4.905 0.686
P -3.602 -5.731 1.884
O -2.993 -4.537 2.547
O -2.621 -6.448 0.819
C -1.770 -5.631 0.012
O -3.227 -6.914 3.000
C -3.690 -6.686 4.334
H -5.773 -5.040 -0.882
H -4.927 -6.555 -0.516
H -6.239 -5.975 0.549
H -1.629 -4.635 0.428
H -2.199 -5.543 -0.987
H -0.801 -6.120 -0.068
H -4.720 -6.332 4.340
H -3.046 -5.961 4.830
H -3.638 -7.631 4.873


No. 6
Formula: C12H37ClFO5PS5Si
Source: OMol25
Level of theory: the ωB97M-V functional and the def2-TZVPD basis

```
63
C12H37ClFO5PS5Si the ωB97M-V functional and the def2-TZVPD basis
C 0.065 4.866 0.822
P -0.063 3.234 -0.059
C -1.581 2.358 0.506
Si 1.722 2.079 0.504
F 1.404 0.521 0.561
Cl 2.626 2.687 2.286
H 0.214 5.609 0.057
H -0.848 5.065 1.367
H 0.895 4.886 1.513
H -1.590 2.109 1.559
H -1.728 1.482 -0.113
H -2.404 3.025 0.281
H 2.736 2.251 -0.545
C 5.480 -2.296 -1.661
S 4.100 -2.005 -2.777
O 4.584 -1.045 -3.809
C 3.118 -1.065 -1.603
H 6.240 -2.847 -2.210
H 5.887 -1.341 -1.326
H 5.137 -2.889 -0.815
H 3.680 -0.198 -1.256
H 2.858 -1.710 -0.766
H 2.210 -0.738 -2.106
C -2.292 -1.876 -3.114
S -2.861 -0.241 -3.588
O -2.144 0.733 -2.721
C -4.518 -0.425 -2.919
H -1.246 -1.965 -3.402
H -2.392 -1.995 -2.036
H -2.883 -2.629 -3.634
H -4.461 -0.654 -1.855
H -5.035 -1.226 -3.446
H -5.041 0.517 -3.071
C -2.759 -4.589 -0.305
S -4.293 -4.849 -1.209
O -4.851 -3.504 -1.513
C -5.217 -5.504 0.186
H -2.042 -4.138 -0.988
H -2.939 -3.919 0.536
H -2.378 -5.549 0.042
H -5.230 -4.771 0.993
H -4.757 -6.434 0.519
H -6.233 -5.699 -0.151
C -0.240 8.380 4.260
S 0.003 8.851 2.543
O -0.153 7.615 1.731
C 1.768 9.163 2.682
H -1.283 8.098 4.382
H 0.401 7.532 4.502
H -0.013 9.229 4.905
H 2.272 8.261 3.031
H 1.936 9.989 3.373
H 2.136 9.431 1.694
C 1.462 -4.135 1.246
S 3.031 -4.634 0.526
O 2.937 -4.374 -0.936
C 2.803 -6.400 0.760
H 1.384 -3.052 1.159
H 0.645 -4.608 0.702
H 1.439 -4.418 2.299
H 1.895 -6.721 0.249
H 2.741 -6.618 1.826
H 3.665 -6.906 0.332
```

Here are the Mulliken charges for atoms 1 to 2, given in e:
1 C -1.018
2 P 0.278


Number 1: frontier orbital gap 0.390 hartree, highest occupied orbital energy -10.11 eV. Number 2: frontier orbital gap 0.384 hartree, highest occupied orbital energy -10.03 eV. Number 3: frontier orbital gap 0.295 hartree, highest occupied orbital energy -8.15 eV. Number 4: frontier orbital gap 0.101 hartree, highest occupied orbital energy -16.39 eV. Number 5: frontier orbital gap 0.194 hartree, highest occupied orbital energy -4.80 eV. Number 6: frontier orbital gap 0.292 hartree, highest occupied orbital energy -7.73 eV.